# 1
DFT (ωB97M-V with the def2-TZVPD basis set) results for a 7-piece molecular cluster, H14O7 overall in a non-equilibrium geometry.

CARTESIAN COORDINATES (ANGSTROEM)
H 1.0784 -1.0152 0.0797
H 1.3773 0.4099 -0.3185
H -1.7244 3.4384 -0.8119
H -2.8891 4.0412 -0.0447
H -1.4654 -0.8151 2.5844
H -2.5256 -1.4351 1.7063
H 1.8094 0.0546 1.8369
H 1.7385 1.4192 1.5198
H 5.6648 -0.3398 -1.8213
H 5.2396 0.1213 -0.4120
H -3.3270 -3.0857 -0.1824
H -2.3423 -3.4614 -1.4903
H -1.5843 0.5744 -1.7040
H -0.9946 0.5374 -0.3867
O 1.7615 -0.2822 0.2375
O -2.5005 4.0055 -0.9845
O -1.8424 -0.6811 1.6918
O 1.1733 0.6728 1.6525
O 5.3557 -0.6591 -0.9523
O -3.1674 -3.6300 -1.0048
O -0.8354 0.1299 -1.1955

Values from the calculation:
* relative energy (zero: lowest compared OMol25 entry of this formula, charge and spin): 5.9738 eV
* orbital gap: 7.90 eV
* energy: -14555.4876 eV

***

# 2
DFT (ωB97M-V with the def2-TZVPD basis set) results for a 7-piece molecular cluster, H14O7 overall.

CARTESIAN COORDINATES (ANGSTROEM)
O 1.6273 -0.0352 5.5309
H 2.0876 0.2705 4.7494
H 1.0189 -0.6993 5.2068
O 3.2878 1.6987 1.3568
H 4.0863 1.6316 1.8804
H 3.2326 2.6248 1.1210
O -4.9069 -3.0718 -0.1446
H -4.3335 -2.5994 -0.7482
H -4.3725 -3.7990 0.1746
O -0.0225 -0.6912 -0.4913
H -0.3914 0.0318 -0.9986
H 0.7071 -0.2997 -0.0111
O -1.0949 3.6027 -1.8958
H -1.7054 3.9380 -2.5524
H -0.2370 3.6544 -2.3172
O -0.1298 1.6770 -6.3596
H 0.2732 1.0534 -6.9638
H 0.5998 2.0119 -5.8383
O 0.2990 -3.5677 3.0826
H -0.2001 -4.3715 2.9375
H 0.1744 -3.0598 2.2809

Values from the calculation:
* relative energy (zero: lowest compared OMol25 entry of this formula, charge and spin): 2.2181 eV
* orbital gap: 11.45 eV
* energy: -14559.2433 eV

***

# 3
DFT (ωB97M-V with the def2-TZVPD basis set) results for a 7-piece molecular cluster, H14O7 overall.

CARTESIAN COORDINATES (ANGSTROEM)
O 2.3131 0.5111 1.5795
H 2.5448 1.0845 2.3163
H 3.1525 0.1971 1.2082
O 2.0416 0.7914 -1.5714
H 1.9226 1.6371 -2.0134
H 1.1783 0.5865 -1.1714
O 0.0002 -0.2898 0.1475
H -0.8124 -0.0791 0.6305
H 0.7251 0.0318 0.7241
O 3.8778 -0.7560 -0.0956
H 4.4848 -1.0322 -0.7879
H 3.2000 -0.2321 -0.5607
O -2.4090 -0.1964 1.8404
H -2.1194 -1.1179 1.8983
H -3.0487 -0.0871 2.5534
O -1.4871 -0.5915 -2.3242
H -0.7663 -0.8113 -1.7156
H -1.9976 -1.4017 -2.4173
O -4.2632 0.7894 -0.4155
H -3.5033 0.4831 0.1027
H -5.0340 0.4831 0.0724

Values from the calculation:
* relative energy (zero: lowest compared OMol25 entry of this formula, charge and spin): 1.1641 eV
* orbital gap: 11.02 eV
* energy: -14560.2973 eV

***

# 4
DFT (ωB97M-V with the def2-TZVPD basis set) results for a 7-piece molecular cluster, H14O7 overall in a non-equilibrium geometry.

CARTESIAN COORDINATES (ANGSTROEM)
O -5.4369 -10.0319 5.1344
H -5.5115 -9.3895 4.4287
H -5.8497 -10.8216 4.7848
O -6.1360 -8.0241 10.2157
H -5.5406 -7.8966 9.4771
H -6.6544 -8.7923 9.9762
O -1.2383 -9.6257 5.6040
H -1.6403 -9.7316 6.4662
H -0.2993 -9.5724 5.7819
O -3.4997 -9.8936 7.3719
H -3.7122 -8.9890 7.6015
H -4.1269 -10.1207 6.6854
O -4.0677 -6.9939 7.7458
H -3.8007 -6.6266 6.9032
H -3.3968 -6.6969 8.3606
O -2.2505 -11.8826 4.6903
H -1.8460 -12.5220 5.2766
H -2.0106 -11.0328 5.0597
O -1.7312 -10.0847 9.7795
H -2.5702 -10.1054 9.3192
H -1.7638 -9.2832 10.3018

Values from the calculation:
* charge: +1
* relative energy (zero: lowest compared OMol25 entry of this formula, charge and spin): 0.9692 eV
* expectation value of S²: 0.755
* multiplicity: 2
* orbital gap (alpha / beta): 9.91 / 2.20 eV
* energy: -14549.0393 eV

***

# 5
DFT (ωB97M-V with the def2-TZVPD basis set) results for H14O7Pb as an isolated structure in a non-equilibrium geometry.

CARTESIAN COORDINATES (ANGSTROEM)
Pb -0.0545 -0.2053 0.0278
O -1.3175 -1.9393 0.9238
H -1.1205 -2.7783 1.3628
H -2.2285 -1.6113 0.9398
O 1.5255 -1.2473 1.3968
H 2.1695 -1.8443 1.0088
H 1.4845 -1.4283 2.3638
O 0.0115 1.9047 -0.9752
H 0.4455 2.6857 -0.6452
H -0.7705 2.2587 -1.3882
O 1.6525 1.4117 1.2518
H 2.2455 2.0337 0.8378
H 2.2005 1.1157 1.9708
O -2.2785 0.8727 0.7158
H -3.2015 0.7437 0.5438
H -2.2815 1.7617 1.1158
O -1.3165 -0.3803 -1.9782
H -2.1675 -0.6753 -2.2672
H -0.9345 -0.4163 -2.8632
O 1.7455 -0.5093 -1.5642
H 1.6575 -1.4243 -1.7332
H 2.5345 -0.3293 -1.0442

Values from the calculation:
* charge: +2
* relative energy (zero: lowest compared OMol25 entry of this formula, charge and spin): 0.0195 eV
* orbital gap: 10.46 eV
* energy: -19792.1576 eV

***

# 6
DFT (ωB97M-V with the def2-TZVPD basis set) results for H14O7Sr as an isolated structure.

CARTESIAN COORDINATES (ANGSTROEM)
Sr -0.0787 -0.2942 0.1829
O -2.2615 0.8414 -0.1268
H -2.3446 1.6582 -0.6189
H -3.1165 0.7223 0.2868
O 1.2078 2.0460 0.8939
H 0.9747 2.8422 1.3712
H 2.1372 2.1515 0.6906
O 0.9748 -2.2417 -1.2541
H 1.6710 -2.7805 -0.8784
H 1.1323 -2.2699 -2.1978
O -1.0611 0.4918 2.4525
H -1.8395 0.1226 2.8697
H -0.7123 1.1072 3.0974
O 2.6213 -0.2106 0.2370
H 3.1039 -0.9248 -0.1793
H 3.2176 0.5371 0.1972
O -1.8679 -2.0589 0.0204
H -2.4241 -2.3169 0.7554
H -2.3892 -2.2590 -0.7570
O 0.1827 0.9519 -1.9955
H -0.0989 1.4073 -2.7889
H 0.9711 0.4771 -2.2583

Values from the calculation:
* charge: +2
* relative energy (zero: lowest compared OMol25 entry of this formula, charge and spin): 0.5619 eV
* orbital gap: 12.69 eV
* energy: -15384.9895 eV

***

# 7
DFT (ωB97M-V with the def2-TZVPD basis set) results for H14O7Ti as an isolated structure in a non-equilibrium geometry.

CARTESIAN COORDINATES (ANGSTROEM)
Ti -0.1275 0.0606 0.4227
O -0.4690 -1.5727 2.2001
H -0.6664 -2.4768 2.4448
H 0.1607 -1.2780 2.8579
O 0.8966 1.1061 -1.4035
H 1.6472 0.5126 -1.4256
H 1.0991 1.7738 -2.0588
O 2.6456 0.1667 0.6476
H 3.0436 1.0071 0.8749
H 3.2414 -0.2143 0.0025
O -0.1614 -1.6336 -1.3927
H 0.0386 -2.5079 -1.0583
H -0.2489 -1.7526 -2.3385
O -2.2569 0.6587 0.1984
H -2.4660 0.9572 1.0835
H -3.1007 0.6361 -0.2529
O -2.0492 0.1550 -2.6355
H -2.2868 -0.5972 -3.1776
H -1.2555 -0.1208 -2.1769
O 0.4828 1.5880 2.1614
H 0.7121 2.4862 2.4002
H 1.1203 1.0460 2.6262

Values from the calculation:
* charge: +1
* relative energy (zero: lowest compared OMol25 entry of this formula, charge and spin): 0.4053 eV
* expectation value of S²: 3.752
* multiplicity: 4
* orbital gap (alpha / beta): 4.68 / 11.00 eV
* energy: -37667.8721 eV

***

# 8
DFT (ωB97M-V with the def2-TZVPD basis set) results for a 2-piece molecular cluster, H14Si6 overall in a non-equilibrium geometry.

CARTESIAN COORDINATES (ANGSTROEM)
Si -5.0714 0.1427 0.6874
Si 3.3058 1.0975 1.2597
Si 1.9743 -2.1486 -0.2794
Si -2.8583 -0.0261 -0.1045
Si 0.8183 1.0339 -1.9066
Si 1.5692 0.1475 0.0476
H -5.2065 1.3138 1.4762
H -5.9666 0.2625 -0.4440
H -5.4042 -1.2377 1.4331
H 3.4076 1.8392 2.5920
H 4.2485 -0.0079 1.6433
H 4.1274 2.0467 0.4897
H 3.3457 -2.6780 -0.0769
H 1.8343 -2.0570 -1.8562
H 0.8316 -2.9390 0.2742
H -2.2940 -1.3421 -0.5309
H -2.1740 1.1722 -0.9421
H 1.5791 0.3319 -2.9061
H 1.3603 2.4578 -1.9794
H 0.5728 0.5906 1.1228

Values from the calculation:
* relative energy (zero: lowest compared OMol25 entry of this formula, charge and spin): 3.0167 eV
* orbital gap (alpha / beta): 7.36 / 5.73 eV
* energy: -47485.5726 eV

***

# 9
DFT (ωB97M-V with the def2-TZVPD basis set) results for a 8-piece molecular cluster, H15O7S overall in a non-equilibrium geometry.

CARTESIAN COORDINATES (ANGSTROEM)
S 0.9934 2.2526 -1.7212
H 2.1837 2.8184 -1.4565
H 0.5451 1.9542 0.0836
H -0.2821 2.8330 1.0048
O 0.0211 1.9707 1.0176
H 0.9127 0.4733 1.7454
H 1.4815 -0.5076 0.8300
O 1.5365 -0.2793 1.7257
H -0.0456 -1.4033 2.2047
H -0.6077 -1.7975 0.9053
O -0.8989 -1.6027 1.8311
H -1.0617 -1.7518 -1.0506
H 0.5261 -1.7735 -1.1806
O -0.2497 -2.2316 -0.7806
H -2.4922 -0.0898 -0.4371
H -1.7312 0.2899 -1.8077
O -2.2036 -0.3814 -1.3590
H 1.9392 -0.1123 -1.8312
H 2.9616 -1.1559 -1.5216
O 2.0540 -1.0680 -1.9027
H -1.4064 1.1311 1.1089
H -1.9043 -0.2268 1.4233
O -2.2713 0.6582 1.1685

Values from the calculation:
* charge: -1
* relative energy (zero: lowest compared OMol25 entry of this formula, charge and spin): 0.0536 eV
* orbital gap: 8.18 eV
* energy: -25414.4866 eV

***

# 10
DFT (ωB97M-V with the def2-TZVPD basis set) results for a 9-piece molecular cluster, H16IO8 overall in a non-equilibrium geometry.

CARTESIAN COORDINATES (ANGSTROEM)
I 6.0344 7.3915 7.7811
O 6.5330 4.5818 11.0516
H 6.6192 4.8308 10.1238
H 5.7881 5.1729 11.2398
O 5.8829 7.6419 11.8703
H 5.1237 8.2901 11.8517
H 6.5725 8.2345 11.5050
O 4.7517 5.7996 4.8624
H 4.6940 6.2499 5.6990
H 5.5525 5.3158 5.0742
O 4.0407 10.6486 7.1324
H 4.5177 9.8321 7.2357
H 4.6926 11.2753 7.5214
O 8.6125 7.6696 10.1366
H 8.1243 6.8843 10.3570
H 8.2161 7.8926 9.2689
O 9.0556 9.2233 7.4717
H 8.4101 8.7665 6.9443
H 8.7867 9.1016 8.3944
O 8.8065 5.1844 5.3161
H 8.4328 5.5376 6.1068
H 8.4074 5.7382 4.5812
O 6.8423 7.3584 3.9402
H 6.0322 6.9480 4.2460
H 7.0081 8.1101 4.5218

Values from the calculation:
* charge: -1
* relative energy (zero: lowest compared OMol25 entry of this formula, charge and spin): 0.4347 eV
* orbital gap: 8.52 eV
* energy: -24744.3548 eV

***

Look up the energy of the seventh one.
-37667.8721 eV